Record 1
A molecular structure, C28H33KN4O4S5, computed with ωB97M-V/def2-TZVPD.

Results
Total charge: -2
Electronic energy (eV): -114223.2443
Orbital gap (eV): 3.726
Relative energy (zero: lowest compared OMol25 entry of this formula, charge and spin) (kcal per mole): 14.35

Atoms and positions in Å:
1 K 5.96 -10.66 19.08
2 S 2.71 -7.36 21.73
3 C 3.23 -8.29 22.97
4 C 2.34 -8.64 24.04
5 C 2.79 -9.21 25.26
6 C 1.77 -9.78 26.12
7 N 0.90 -10.27 26.73
8 C 4.19 -9.39 25.47
9 C 5.08 -9.12 24.43
10 C 4.67 -8.78 23.12
11 S 5.68 -8.84 21.80
12 C 4.62 -9.98 26.71
13 N 5.08 -10.36 27.72
14 H 1.31 -8.37 23.86
15 H 6.16 -9.10 24.63
16 C 8.28 -8.24 16.07
17 S 8.96 -9.84 16.50
18 C 8.08 -10.94 15.30
19 O 8.57 -10.21 17.89
20 H 8.32 -8.16 14.99
21 H 8.82 -7.48 16.58
22 H 7.26 -8.16 16.44
23 H 7.93 -10.35 14.39
24 H 7.19 -11.32 15.76
25 H 8.72 -11.80 15.07
26 C 3.71 -13.52 15.90
27 C 4.59 -12.90 17.03
28 O 3.96 -12.69 18.09
29 O 5.79 -12.57 16.86
30 H 3.01 -12.76 15.58
31 H 3.13 -14.36 16.26
32 H 4.31 -13.88 15.06
33 S 0.15 -8.09 15.78
34 C 1.62 -8.45 16.75
35 C 2.79 -8.67 16.05
36 C 3.88 -9.11 16.78
37 N 3.93 -9.25 18.10
38 C 2.75 -9.05 18.72
39 C 1.61 -8.61 18.14
40 C -0.20 -6.40 16.10
41 C -0.40 -5.89 17.38
42 C -0.59 -4.52 17.51
43 N -0.48 -3.68 16.47
44 C -0.36 -4.18 15.26
45 C -0.18 -5.54 15.01
46 H 2.79 -8.48 14.95
47 H 4.83 -9.38 16.25
48 H 2.80 -9.07 19.80
49 H 0.73 -8.43 18.74
50 H -0.38 -6.52 18.29
51 H -0.64 -4.05 18.48
52 H -0.41 -3.45 14.43
53 H 0.00 -5.89 14.02
54 C 11.29 -13.22 20.12
55 C 10.38 -12.22 20.86
56 C 10.71 -10.79 20.63
57 S 9.27 -9.65 21.23
58 O 9.21 -8.37 20.41
59 C 9.78 -9.25 22.96
60 C 10.41 -7.89 23.07
61 C 9.46 -6.75 22.77
62 H 10.95 -14.22 20.39
63 H 12.29 -13.18 20.49
64 H 11.32 -13.04 19.03
65 H 10.39 -12.46 21.93
66 H 9.36 -12.50 20.48
67 H 10.85 -10.52 19.55
68 H 11.52 -10.43 21.25
69 H 10.44 -10.07 23.29
70 H 8.88 -9.33 23.56
71 H 11.29 -7.81 22.37
72 H 10.80 -7.76 24.10
73 H 9.48 -6.36 21.76
74 H 9.67 -5.91 23.50
75 H 8.43 -7.05 22.97

Results of the Mulliken charge analysis, in e, for atoms 1 through 6: 0.85 -0.46 0.07 -1.10 0.62 0.09

Record 2
A molecular structure, C16H24AgI2O12, computed with ωB97M-V/def2-TZVPD.

Results
Multiplicity: 2
Electronic energy (eV): -61749.7134
Orbital gap (alpha / beta) (eV): 8.012 / 4.444
<S²>: 0.77
Relative energy (zero: lowest compared OMol25 entry of this formula, charge and spin) (kcal per mole): 81.65

Atoms and positions in Å:
1 Ag 1.76 1.16 0.04
2 I 2.87 0.58 -2.62
3 I 2.58 3.38 1.59
4 C -1.84 -1.77 -4.15
5 C -2.27 -0.62 -3.12
6 C -3.06 -1.15 -1.89
7 O -1.98 -1.49 -0.93
8 C -0.91 -0.87 -1.34
9 O 0.17 -0.94 -0.76
10 O -1.25 -0.09 -2.33
11 H -2.85 -2.03 -4.47
12 H -1.38 -2.67 -3.74
13 H -1.14 -1.33 -4.86
14 H -2.80 0.17 -3.67
15 H -3.68 -2.03 -2.04
16 H -3.57 -0.28 -1.49
17 C -1.00 4.10 -4.63
18 C -1.36 4.35 -3.14
19 C -2.51 3.54 -2.56
20 O -2.04 2.95 -1.34
21 C -0.73 2.94 -1.36
22 O 0.01 2.28 -0.69
23 O -0.33 3.70 -2.41
24 H -1.74 4.63 -5.23
25 H -1.07 3.07 -4.99
26 H 0.04 4.33 -4.85
27 H -1.38 5.40 -2.87
28 H -2.84 2.93 -3.40
29 H -3.32 4.22 -2.31
30 C 5.98 -3.06 3.90
31 C 5.45 -1.73 3.42
32 C 6.39 -1.11 2.29
33 O 5.41 -0.58 1.48
34 C 4.15 -0.90 1.84
35 O 3.15 -0.39 1.34
36 O 4.23 -1.83 2.79
37 H 6.62 -3.53 3.15
38 H 5.15 -3.76 3.91
39 H 6.47 -2.95 4.86
40 H 5.39 -1.19 4.37
41 H 6.97 -1.92 1.84
42 H 7.06 -0.44 2.81
43 C -4.36 -1.08 2.89
44 C -2.88 -0.96 3.37
45 C -1.99 -2.19 3.07
46 O -0.90 -1.60 2.44
47 C -1.16 -0.20 2.28
48 O -0.35 0.58 1.67
49 O -2.37 0.11 2.70
50 H -4.42 -1.20 1.80
51 H -4.77 -0.09 3.07
52 H -4.89 -1.90 3.38
53 H -2.77 -0.83 4.45
54 H -2.46 -3.03 2.55
55 H -1.48 -2.68 3.90

Results of the Mulliken charge analysis, in e, for atoms 1 through 6: 0.90 -0.43 -0.42 -1.40 0.21 -0.41

Record 3
2 unconnected molecules or ions with the total composition C8H10ClNO3, computed with ωB97M-V/def2-TZVPD.

Results
Electronic energy (eV): -28605.2443
Orbital gap (alpha / beta) (eV): 8.058 / 8.058
Relative energy (zero: lowest compared OMol25 entry of this formula, charge and spin) (kcal per mole): 40.80

Atoms and positions in Å:
1 C -0.68 -2.03 -0.60
2 C -1.36 -1.08 -0.33
3 C 0.22 -3.06 -1.05
4 C 2.29 0.36 -0.47
5 C 1.83 0.37 1.02
6 C 0.58 1.20 1.31
7 C -0.57 0.76 1.82
8 C -2.25 -0.03 -0.07
9 N -2.28 1.07 -0.84
10 O 0.24 -4.20 -0.70
11 O -1.18 1.13 -1.70
12 O -2.98 2.08 -0.76
13 Cl -3.59 -0.31 0.99
14 H 0.69 -2.69 -2.01
15 H 1.39 0.05 -0.92
16 H 3.14 -0.36 -0.65
17 H 2.67 1.24 -0.81
18 H 2.54 0.76 1.69
19 H 1.57 -0.73 1.04
20 H -0.99 1.98 -2.11
21 H 0.61 2.36 1.12
22 H -1.41 1.43 1.90
23 H -0.47 -0.30 2.14

Results of the Mulliken charge analysis, in e, for atoms 1 through 6: 0.31 0.00 -0.21 -1.06 -0.38 0.04

Record 4
5 unconnected molecules or ions with the total composition C18H23BF4NO12P, computed with ωB97M-V/def2-TZVPD.

Results
Multiplicity: 2
Total charge: -5
Electronic energy (eV): -65925.1851
Orbital gap (alpha / beta) (eV): 2.784 / 3.350
<S²>: 0.75

Atoms and positions in Å:
1 N -5.20 -28.37 30.11
2 H -4.41 -28.79 29.65
3 H -5.74 -27.82 29.46
4 H -4.84 -27.85 30.90
5 H -5.81 -29.07 30.50
6 C -5.33 -27.07 35.85
7 C -4.48 -27.07 34.67
8 C -5.19 -26.55 33.33
9 O -4.85 -27.00 32.20
10 C -6.39 -25.72 33.51
11 C -7.00 -25.64 34.73
12 C -6.47 -26.37 35.97
13 O -7.03 -26.42 37.16
14 O -8.04 -24.94 34.74
15 O -3.34 -27.54 34.57
16 H -4.95 -27.70 36.65
17 H -6.40 -24.93 32.78
18 C -8.47 -29.33 32.77
19 C -8.10 -29.62 34.17
20 C -6.93 -30.72 34.46
21 O -6.55 -30.85 35.61
22 C -6.18 -31.06 33.30
23 C -6.45 -30.67 31.96
24 C -7.62 -29.76 31.75
25 O -8.13 -29.31 30.65
26 O -5.59 -31.04 31.04
27 O -8.73 -29.15 35.13
28 H -9.30 -28.66 32.66
29 H -5.34 -31.71 33.51
30 B -1.43 -28.94 29.70
31 F -0.59 -30.06 29.63
32 F -2.11 -28.91 28.51
33 F -2.34 -29.18 30.68
34 F -0.75 -27.82 29.97
35 C -4.59 -23.07 29.37
36 C -5.78 -23.23 28.42
37 O -5.39 -24.08 27.34
38 P -6.21 -25.39 26.88
39 O -6.23 -26.47 27.91
40 O -7.61 -24.61 26.46
41 C -7.79 -23.65 25.40
42 C -8.62 -22.40 25.87
43 O -5.41 -25.85 25.57
44 C -4.17 -26.53 25.69
45 C -4.23 -28.06 25.78
46 H -4.89 -22.26 30.03
47 H -4.62 -23.98 29.98
48 H -3.70 -22.68 28.88
49 H -6.76 -23.53 28.78
50 H -6.00 -22.21 28.09
51 H -6.79 -23.30 25.14
52 H -8.25 -24.21 24.58
53 H -9.65 -22.67 26.09
54 H -8.32 -21.89 26.78
55 H -8.49 -21.70 25.05
56 H -3.58 -26.25 24.82
57 H -3.51 -26.06 26.42
58 H -4.14 -28.52 26.77
59 H -5.21 -28.17 25.33
60 H -3.59 -28.68 25.15

Results of the Mulliken charge analysis, in e, for atoms 1 through 6: 0.21 0.36 0.39 0.65 -0.22 -0.91

Question: What is the formula in the first record?
Answer: C28H33KN4O4S5

Question: Number 3 is which compound?
Answer: C8H10ClNO3

Question: The lowest electronic energy belongs to which entry?
Answer: C28H33KN4O4S5